C54H70N3O4SeZr | ωB97M-V/def2-TZVPD

Results
ΔE to the lowest compared entry with this formula, charge and spin, kcal/mol: 0.0
Gap between HOMO and LUMO, hartree: 0.25901
LUMO, eV: -2.9
Energy, Ha: -5013.4016
Charge: +1

Structure (XYZ):
```
133
Properties=species:S:1:pos:R:3:forces:R:3:lowdin_charge:R:1
Zr -1.047 -0.851 -0.013 -0.1 0.1 0.0 1.719
C 5.804 -4.488 -1.141 0.0 0.0 0.0 -0.063
C 5.209 -4.715 0.248 0.0 0.0 0.0 -0.556
C 6.186 -4.153 1.290 0.0 0.0 0.0 -0.041
C 5.046 -6.226 0.463 0.0 0.0 0.0 -0.042
C 3.853 -4.028 0.405 0.0 0.0 0.0 -0.162
C 3.257 -3.288 -0.599 0.0 0.0 -0.1 -0.055
C 2.031 -2.680 -0.378 0.1 -0.1 0.1 -0.403
Se 1.244 -1.628 -1.758 -0.1 -0.1 0.0 1.180
C 2.038 0.080 -1.380 0.1 0.1 0.0 -0.381
C 3.369 0.288 -1.722 0.0 -0.1 0.0 -0.048
C 3.966 1.510 -1.487 0.1 0.1 0.0 -0.161
C 3.160 2.522 -0.960 0.0 0.1 0.0 0.033
C 1.821 2.367 -0.633 -0.1 0.0 0.0 -0.077
C 1.256 1.086 -0.807 0.1 -0.1 -0.1 -0.320
O -0.002 0.797 -0.429 0.1 0.1 0.0 -0.325
C 0.977 3.535 -0.110 0.0 0.0 0.0 -0.519
C -0.235 3.756 -1.030 0.1 -0.1 0.0 -0.033
C 1.769 4.844 -0.066 0.0 0.0 0.0 -0.062
C 0.492 3.231 1.315 -0.1 0.0 0.0 -0.041
C 5.437 1.789 -1.794 0.0 0.0 0.0 -0.557
C 6.150 2.215 -0.503 0.0 0.0 0.0 -0.042
C 6.148 0.556 -2.351 0.0 0.0 0.0 -0.065
C 5.542 2.918 -2.829 0.0 0.0 0.0 -0.042
C 1.331 -2.802 0.829 0.0 0.1 0.0 -0.312
O 0.129 -2.197 0.930 0.0 -0.1 0.0 -0.356
C 1.922 -3.545 1.876 0.0 0.0 0.0 -0.071
C 3.159 -4.126 1.609 0.0 0.0 0.0 0.025
C 1.279 -3.817 3.247 0.0 0.0 0.0 -0.521
C 2.347 -4.025 4.332 0.0 0.0 0.0 -0.059
C 0.449 -5.107 3.157 0.0 0.0 0.0 -0.025
C 0.386 -2.670 3.736 0.0 0.0 0.0 -0.061
H 6.767 -4.996 -1.212 0.0 0.0 0.0 0.089
H 5.976 -3.428 -1.339 0.0 0.0 0.0 0.080
H 5.161 -4.888 -1.927 0.0 0.0 0.0 0.089
H 7.161 -4.634 1.191 0.0 0.0 0.0 0.088
H 5.833 -4.322 2.309 0.0 0.0 0.0 0.079
H 6.320 -3.078 1.155 0.0 0.0 0.0 0.090
H 6.010 -6.727 0.356 0.0 0.0 0.0 0.088
H 4.357 -6.650 -0.270 0.0 0.0 0.0 0.092
H 4.661 -6.455 1.458 0.0 0.0 0.0 0.078
H 3.735 -3.168 -1.562 0.0 0.0 0.0 0.096
H 3.927 -0.527 -2.162 0.0 0.0 0.0 0.094
H 3.611 3.493 -0.807 0.0 0.0 0.0 0.097
H 0.085 3.831 -2.070 0.0 0.1 0.0 0.091
H -0.747 4.685 -0.765 0.0 0.0 0.0 0.084
H -0.939 2.928 -0.958 0.0 0.0 0.0 0.059
H 2.169 5.118 -1.044 0.0 0.0 0.0 0.091
H 2.596 4.789 0.645 0.0 0.0 0.0 0.089
H 1.109 5.649 0.259 0.0 0.0 0.0 0.086
H -0.104 2.319 1.323 0.1 0.1 0.1 0.042
H -0.125 4.056 1.684 0.0 0.0 0.0 0.087
H 1.343 3.112 1.990 0.0 0.0 0.0 0.094
H 6.091 1.425 0.249 0.0 0.0 0.0 0.091
H 5.710 3.118 -0.079 0.0 0.0 0.0 0.078
H 7.204 2.418 -0.704 0.0 0.0 0.0 0.087
H 6.123 -0.277 -1.644 0.0 0.0 0.0 0.082
H 7.195 0.795 -2.543 0.0 0.0 0.0 0.089
H 5.708 0.224 -3.293 0.0 0.0 0.0 0.088
H 5.087 3.841 -2.468 0.0 0.0 0.0 0.078
H 5.044 2.638 -3.759 0.0 0.0 0.0 0.091
H 6.589 3.129 -3.053 0.0 0.0 0.0 0.087
H 3.623 -4.705 2.394 0.0 0.0 0.0 0.098
H 2.914 -4.945 4.198 0.0 0.0 0.0 0.077
H 1.856 -4.100 5.304 0.0 0.0 0.0 0.086
H 3.048 -3.189 4.369 0.0 0.0 0.0 0.098
H 1.082 -5.954 2.887 0.0 0.0 0.0 0.092
H -0.339 -5.029 2.408 0.0 0.0 0.0 0.064
H -0.020 -5.324 4.120 0.0 0.0 0.0 0.092
H 0.938 -1.727 3.708 0.0 0.0 0.0 0.085
H 0.090 -2.865 4.770 0.0 0.0 0.0 0.087
H -0.509 -2.560 3.133 0.0 0.0 0.0 0.056
C -1.908 -3.713 -1.364 0.0 0.1 0.0 -0.067
N -2.436 -2.830 -0.309 0.0 -0.1 0.0 -0.356
C -2.496 -3.582 0.959 0.0 0.0 0.0 -0.065
C -3.799 -2.383 -0.651 0.0 0.0 0.0 -0.175
C -4.215 -1.218 0.217 0.0 0.0 0.0 -0.287
C -5.566 -1.000 0.475 0.0 0.0 0.0 -0.053
C -5.964 0.128 1.183 0.0 0.0 0.0 -0.097
C -5.005 1.027 1.632 0.0 0.0 0.0 -0.099
C -3.659 0.779 1.390 0.0 0.0 0.0 -0.134
C -3.216 -0.344 0.679 0.0 0.0 0.0 -0.195
H -2.555 -4.586 -1.502 0.0 0.0 0.0 0.102
H -0.913 -4.057 -1.077 0.0 0.0 0.0 0.089
H -1.842 -3.158 -2.299 0.0 0.0 0.0 0.086
H -3.168 -4.440 0.854 0.0 0.0 0.0 0.105
H -2.868 -2.937 1.755 0.0 0.0 0.0 0.099
H -1.501 -3.924 1.217 0.0 0.0 0.0 0.053
H -4.497 -3.224 -0.559 0.0 0.0 0.0 0.133
H -3.779 -2.085 -1.702 0.0 0.0 0.0 0.116
H -6.311 -1.713 0.135 0.0 0.0 0.0 0.116
H -7.014 0.291 1.397 0.0 0.0 0.0 0.107
H -5.308 1.912 2.180 0.0 0.0 0.0 0.105
H -2.935 1.495 1.767 0.0 0.0 0.0 0.079
C -1.446 2.054 4.940 0.0 0.0 0.0 -0.072
C -0.464 0.929 4.603 0.0 0.0 0.0 -0.184
C -0.660 0.430 3.248 0.1 0.0 0.0 -0.138
N -0.801 0.055 2.177 -0.1 0.0 0.0 0.143
H -1.274 2.401 5.956 0.0 0.0 0.0 0.083
H -2.474 1.704 4.865 0.0 0.0 0.0 0.082
H -1.312 2.895 4.261 0.0 0.0 0.0 0.075
H -0.572 0.078 5.278 0.0 0.0 0.0 0.124
H 0.572 1.266 4.668 0.0 0.0 0.0 0.131
C -8.639 3.455 -2.340 0.0 0.0 0.0 -0.050
O -7.352 2.903 -2.076 0.0 0.0 0.0 -0.073
C -6.394 3.742 -1.618 0.0 -0.1 0.0 -0.223
C -6.550 5.102 -1.392 0.0 0.0 0.0 -0.003
C -5.482 5.841 -0.900 0.0 0.0 0.0 -0.058
C -4.264 5.239 -0.615 0.0 0.0 0.0 -0.064
C -4.107 3.880 -0.834 0.0 0.0 0.0 -0.018
C -5.157 3.147 -1.352 0.0 0.0 0.0 -0.161
N -5.061 1.738 -1.553 0.0 0.1 0.0 0.170
C -4.063 1.043 -2.014 0.0 0.0 0.0 0.038
C -2.895 1.463 -2.699 0.1 0.0 -0.1 -0.121
C -2.818 2.645 -3.471 0.0 -0.1 0.0 -0.018
C -1.734 2.870 -4.272 -0.1 0.1 0.0 -0.075
C -0.702 1.922 -4.315 0.1 -0.1 0.0 -0.041
C -0.744 0.768 -3.569 0.1 0.1 -0.1 -0.001
C -1.834 0.511 -2.721 -0.2 0.0 0.1 -0.327
O -1.894 -0.556 -1.961 0.1 0.0 0.0 -0.272
H -9.254 2.630 -2.682 0.0 0.0 0.0 0.097
H -8.582 4.216 -3.119 0.0 0.0 0.0 0.101
H -9.071 3.883 -1.433 0.0 0.0 0.0 0.100
H -7.492 5.590 -1.594 0.0 0.0 0.0 0.111
H -5.611 6.901 -0.731 0.0 0.0 0.0 0.113
H -3.444 5.821 -0.219 0.0 0.0 0.0 0.107
H -3.169 3.386 -0.611 0.0 0.0 0.0 0.107
H -5.842 1.207 -1.186 0.0 0.0 0.0 0.150
H -4.166 -0.023 -1.875 0.0 0.0 0.0 0.124
H -3.639 3.349 -3.460 0.0 0.0 0.0 0.119
H -1.677 3.760 -4.883 0.0 0.0 0.0 0.111
H 0.154 2.102 -4.954 0.0 0.0 0.0 0.119
H 0.059 0.046 -3.629 0.0 0.0 0.0 0.086
```
Forces are in eV/Å.